[1]
This record from the Open Molecules 2025 dataset describes a structure of composition C17H32Cl2MnO2P2 at a distorted geometry. The level of theory is ωB97M-V/def2-TZVPD.

Multiplicity = 6
Highest occupied orbital energy (spin up / spin down) = -0.1774 / -0.1763 Eh
Total energy = -97176.4041 eV
Energy above the lowest of the compared OMol25 structures with the same formula, charge and spin = 5.922 eV
Lowest unoccupied orbital energy (spin up / spin down) = -0.91 / -1.48 eV
Gap between HOMO and LUMO (spin up / spin down) = 3.9 / 3.3 eV
<S²> = 8.78

```
56
Properties=species:S:1:pos:R:3:forces:R:3
P 0.092398 2.522403 0.877878 2.81 -0.55 2.10
P 1.649245 -0.341219 -1.522075 1.85 0.81 0.92
C 1.690166 1.782557 0.344075 0.12 1.00 0.10
C 1.850576 1.457768 -1.137257 0.39 0.41 -1.01
H 1.729755 0.861185 0.933339 -0.20 0.11 0.30
H 2.515242 2.384570 0.725684 0.12 0.10 -0.22
H 1.135968 2.045644 -1.722943 0.02 -0.08 -0.20
H 2.851246 1.767670 -1.464223 -0.18 0.11 -0.09
C 3.418093 -0.836843 -1.415069 0.38 0.16 -0.72
H 3.507269 -1.876912 -1.750870 0.07 0.14 -0.02
H 3.790353 -0.797275 -0.383692 -0.35 0.10 -0.31
H 4.068152 -0.191093 -2.020779 -0.05 -0.23 -0.09
C 1.219162 -0.610062 -3.251322 0.41 0.35 -1.12
H 2.143286 -0.588631 -3.850372 -0.39 -0.01 -0.17
H 0.530387 0.163482 -3.624055 0.18 -0.19 0.13
H 0.724171 -1.582033 -3.384632 0.15 0.24 0.16
C 0.465764 3.207740 2.530107 0.33 1.15 -0.20
H -0.475108 3.420343 3.059073 0.15 0.00 -0.20
H 1.074333 4.118298 2.507494 -0.15 0.00 -0.06
H 0.999854 2.448101 3.118993 -0.21 0.04 -0.49
C -0.665065 3.808732 -0.118555 -0.06 1.00 -0.59
H -0.570892 3.616741 -1.196539 0.03 -0.11 0.31
H -0.205279 4.792299 0.081959 -0.18 -0.32 -0.07
H -1.739742 3.899858 0.101295 0.27 -0.22 0.09
Mn -2.917471 0.226724 -2.332871 -0.78 -1.14 1.42
C 1.451741 -1.497378 0.355375 -2.33 -1.43 1.52
C 2.168455 -1.205399 1.513225 -0.53 -0.96 -1.39
C 1.605796 -1.303528 2.872724 -1.10 1.37 1.92
C 0.056420 -0.969900 3.128343 1.90 -1.38 0.10
C -0.265217 0.424292 2.916904 -0.02 1.54 -0.56
C -0.660860 0.947544 1.648690 -3.63 -1.45 -0.55
C -0.796939 0.060880 0.317980 -0.43 0.60 1.07
C -0.134973 -1.300869 0.156916 0.04 -1.73 0.00
C -4.439549 0.481741 -0.709404 0.36 -0.03 -0.32
H 1.710782 -2.480080 -0.092025 0.35 1.06 -0.93
H 3.272978 -1.231044 1.513330 -0.53 -0.60 -0.26
H 2.211054 -0.573407 3.448620 -0.59 -0.27 0.49
H 1.782240 -2.282869 3.368337 0.28 0.07 -0.70
H -0.600244 -1.639194 2.544495 0.49 0.01 0.21
H -0.163257 -1.227021 4.182158 0.29 0.11 -0.37
H -0.452449 1.043268 3.803881 -0.22 -0.31 -0.48
H -1.658034 1.413493 1.768498 -0.26 0.06 -0.15
H -0.431229 0.742349 -0.495623 -0.28 -0.71 0.19
H -1.895581 -0.015125 0.163068 0.61 -0.43 0.05
H -0.702866 -2.107648 0.646461 0.12 0.48 0.46
H -0.332521 -1.571041 -0.913246 0.32 0.23 0.86
H -5.462233 0.806055 -0.987395 0.66 -0.03 0.19
H -4.115803 0.937300 0.261962 -0.22 -0.15 -0.99
H -4.405250 -0.623949 -0.595631 -0.39 0.90 0.15
Cl -0.756481 -4.097923 -1.536289 -0.40 -0.23 -0.40
C -2.337672 -3.846017 -2.377696 0.19 -0.08 0.36
Cl -3.682626 -4.459441 -1.356535 0.59 -0.27 -0.75
C -2.496192 -2.322203 -2.469064 -0.27 0.91 1.23
O -2.096131 -1.600918 -3.438866 -0.34 -0.28 0.38
O -2.994933 -1.807108 -1.425097 0.91 -0.11 -1.53
H -2.260290 -4.394908 -3.318740 -0.29 0.26 0.23
```
Forces are in eV/Å.

[2]
This record from the Open Molecules 2025 dataset describes a structure of composition C17H32Cl2O2P2Ti at a distorted geometry. The level of theory is ωB97M-V/def2-TZVPD.

Multiplicity = 3
Highest occupied orbital energy (spin up / spin down) = -0.2595 / -0.2672 Eh
Total energy = -88977.4738 eV
Energy above the lowest of the compared OMol25 structures with the same formula, charge and spin = 0.000 eV
Lowest unoccupied orbital energy (spin up / spin down) = 0.30 / -1.01 eV
Gap between HOMO and LUMO (spin up / spin down) = 7.4 / 6.3 eV
<S²> = 2.01

```
56
Properties=species:S:1:pos:R:3:forces:R:3
P 0.269548 -3.947013 1.631762 0.10 -0.20 -0.02
P -1.390383 4.074534 1.983266 0.85 -1.34 -1.27
C -1.298635 1.595751 0.419211 -0.34 -1.05 -0.92
C -0.811447 2.998737 0.466317 -0.09 1.08 0.89
H -1.433645 1.148721 1.411883 0.04 -0.05 -0.31
H -2.206793 1.481945 -0.199413 0.07 0.03 0.46
H 0.287783 3.033619 0.544596 -0.30 0.22 -0.07
H -1.135438 3.571415 -0.414816 0.28 0.00 0.08
C -3.018402 4.600026 1.323689 -0.07 0.19 0.40
H -3.574870 4.982285 2.185483 -0.22 0.04 -0.33
H -3.548731 3.735160 0.909629 0.08 0.15 0.10
H -2.914789 5.384886 0.573522 -0.11 -0.06 -0.09
C -0.286096 5.454656 1.484438 -0.02 0.39 0.39
H -0.668202 5.961656 0.593398 0.15 0.03 0.07
H 0.720209 5.057624 1.279520 -0.34 0.16 0.15
H -0.224518 6.153227 2.324459 0.13 0.17 -0.29
C -1.291929 -4.509415 0.829663 -0.35 0.08 -0.16
H -1.956359 -5.051976 1.524227 0.28 0.11 -0.37
H -1.067086 -5.136975 -0.043525 -0.15 0.14 0.20
H -1.809549 -3.602418 0.483129 -0.06 -0.38 0.05
C 1.384842 -5.338684 1.183487 0.26 -0.10 0.19
H 2.388402 -5.118632 1.575991 -0.24 -0.14 -0.09
H 1.466445 -5.435606 0.097185 -0.02 0.02 0.11
H 1.029403 -6.278224 1.622176 0.12 0.02 -0.20
Ti 0.352743 0.446274 -0.756803 -1.56 3.29 4.82
C 0.930919 1.635477 -2.432243 -0.79 1.05 -1.38
C -0.477010 1.470607 -2.437492 0.78 1.28 -1.61
C -1.213770 0.397612 -3.211310 -0.61 -0.08 0.09
C -0.632912 -1.028718 -3.074319 -0.14 -0.37 -0.19
C 0.068110 -1.292802 -1.738726 0.25 -1.79 -1.20
C 1.461921 -1.045789 -1.570104 0.68 -2.44 -1.13
C 2.318987 -0.562456 -2.708317 0.42 0.17 -0.09
C 1.913714 0.830283 -3.265695 0.60 -0.05 -0.42
C -0.116282 -4.443141 3.372318 0.01 0.31 0.18
H 1.336073 2.610047 -2.115040 -0.44 -0.46 0.16
H -1.087808 2.327193 -2.120544 0.37 -0.46 -0.06
H -1.307614 0.648949 -4.281404 0.18 0.11 0.23
H -2.253939 0.386049 -2.837853 0.39 0.00 -0.06
H -1.480754 -1.728089 -3.157898 0.35 0.17 0.00
H 0.023002 -1.258927 -3.931867 -0.05 0.13 0.37
H -0.422325 -2.036698 -1.100835 0.29 0.32 0.11
H 2.001320 -1.534305 -0.755116 -0.34 0.02 -0.05
H 2.309008 -1.294867 -3.524610 -0.11 0.00 0.03
H 3.370142 -0.511984 -2.394250 -0.33 -0.04 0.15
H 2.841581 1.417552 -3.336408 -0.35 -0.05 0.02
H 1.586746 0.707169 -4.309559 -0.27 0.14 0.31
H 0.484435 -3.838717 4.064311 -0.15 -0.31 -0.03
H 0.039367 -5.508770 3.577107 0.04 0.16 -0.11
H -1.171913 -4.219760 3.553320 0.15 0.10 0.11
Cl 0.827450 1.715495 3.754051 0.32 -0.59 -0.22
C 1.715920 0.354176 2.971906 0.25 0.25 0.08
Cl 1.259901 -1.243814 3.608215 0.26 0.70 0.22
C 1.358269 0.416099 1.492760 -1.39 -0.32 -2.14
O 1.792640 1.292878 0.651904 0.06 -1.37 1.64
O 0.473777 -0.422291 1.072690 1.57 0.59 1.31
H 2.788565 0.499950 3.152542 -0.45 0.03 -0.11
```
Forces are in eV/Å.

[3]
This record from the Open Molecules 2025 dataset describes a structure of composition C17H32IrNO2P2 at a distorted geometry. The level of theory is ωB97M-V/def2-TZVPD.

Multiplicity = 5
Net charge = +2
Highest occupied orbital energy (spin up / spin down) = -0.4932 / -0.5799 Eh
Total energy = -45131.9643 eV
Lowest unoccupied orbital energy (spin up / spin down) = -5.81 / -8.88 eV
Gap between HOMO and LUMO (spin up / spin down) = 7.6 / 6.9 eV
<S²> = 6.06

```
55
Properties=species:S:1:pos:R:3:forces:R:3
Ir -0.397943 0.129572 -0.278195 0.31 0.03 0.22
P 0.343045 -1.670324 -1.430887 -0.16 0.47 -1.35
C -0.908607 -2.862552 -0.932828 1.09 -0.83 0.93
C -1.494512 -2.661079 0.343471 -0.32 0.08 0.59
N -1.410092 -1.390236 0.876378 -0.28 0.17 0.06
C -2.030748 -1.073279 2.024083 0.23 0.07 -0.41
C -2.687850 -2.045015 2.780201 -0.28 -0.16 0.08
C -2.760186 -3.353706 2.305748 0.12 0.08 0.25
C -2.167606 -3.662436 1.089154 0.22 0.14 -0.67
C -2.024679 0.373989 2.452767 0.16 0.34 -0.17
P -1.663355 1.474397 0.993046 -1.44 0.15 0.16
H -2.188867 -4.659344 0.653725 -0.16 0.13 0.27
H -3.150083 -1.727904 3.719113 0.11 -0.32 -0.34
H -3.268855 -4.122716 2.890836 0.16 0.24 -0.24
H -3.003021 0.652381 2.861622 0.18 -0.12 0.09
H -1.271956 0.542039 3.237463 -0.11 -0.03 -0.19
H -2.591233 -2.713755 -2.114124 -1.25 0.77 -0.84
H -0.878170 -3.879499 -1.323253 -0.22 0.10 -0.08
H -3.095433 -0.729276 -2.729785 0.55 1.88 -0.07
O -3.314081 -2.223137 -2.603157 0.96 -1.53 0.91
H -3.823059 -2.891077 -3.074226 -0.11 0.03 -0.15
H -1.249599 0.618443 -1.608161 0.27 -0.09 0.30
O -2.709187 0.226110 -2.699814 -0.39 -1.35 -0.11
H -3.431590 0.843295 -2.799514 -0.32 0.19 -0.21
C -3.288139 1.739982 0.209809 0.10 0.24 0.43
H -3.988632 2.102992 0.968263 -0.09 0.04 -0.24
H -3.161604 2.484905 -0.584121 -0.08 -0.11 0.17
H -3.651364 0.809883 -0.245467 0.16 0.20 0.22
C -1.016539 3.050139 1.555729 -0.07 0.17 0.24
H -0.991642 3.739695 0.702739 -0.04 -0.13 0.20
H -1.669002 3.445394 2.342303 0.17 0.12 -0.14
H 0.003550 2.917444 1.933241 -0.26 0.02 -0.02
C 2.038398 -2.160998 -1.013989 0.09 -0.63 0.08
H 2.305430 -3.085009 -1.544634 0.05 0.22 0.14
H 2.707975 -1.345002 -1.323277 -0.30 -0.21 -0.01
H 2.151716 -2.312753 0.068794 -0.11 0.04 -0.32
C 0.246345 -1.433417 -3.223180 0.06 -0.52 0.05
H 1.079423 -0.782151 -3.521105 -0.23 -0.21 0.01
H 0.328472 -2.412195 -3.712075 0.05 0.29 -0.19
H -0.708805 -0.947000 -3.466282 0.31 -0.18 0.05
C 3.547784 3.456616 0.677959 -0.64 0.43 0.01
C 3.728849 1.959103 0.413331 0.27 -0.32 0.39
C 4.474274 1.760164 -0.913591 -0.27 -0.22 -0.61
C 4.567962 1.357352 1.545687 -0.01 -0.35 0.41
C 2.394563 1.322909 0.369351 1.69 1.00 -0.32
C 1.250693 0.888683 0.133281 -0.09 -0.39 0.34
H 4.516753 3.968950 0.654426 -0.18 -0.24 0.00
H 3.089640 3.612116 1.660946 0.13 0.08 -0.14
H 2.894208 3.900320 -0.080680 0.17 0.06 0.10
H 5.418182 2.319486 -0.887015 -0.26 -0.15 0.07
H 4.701946 0.701067 -1.090705 0.00 0.23 0.08
H 3.874189 2.123342 -1.756035 0.18 0.01 0.10
H 4.050108 1.475981 2.504752 0.19 -0.03 -0.12
H 4.738976 0.286821 1.376901 0.03 0.22 0.07
H 5.543958 1.860291 1.610978 -0.35 -0.12 -0.10
```
Forces are in eV/Å.

Question: Which of these has the lowest <S²>?
Answer: C17H32Cl2O2P2Ti

Question: The lowest total energy belongs to which entry?
Answer: C17H32Cl2MnO2P2

Question: The lowest multiplicity belongs to which entry?
Answer: C17H32Cl2O2P2Ti

Question: Among the records above, which one has the highest multiplicity?
Answer: C17H32Cl2MnO2P2